*one*
Computed, not measured: C5H5NO in the gas phase, with ωB97M-V/def2-TZVPD.

Positions of all 12 atoms, in Å:
O: 0.367 -0.198 1.903
N: -1.987 0.261 0.462
C: 0.515 0.220 0.774
C: -0.686 0.732 0.010
C: -1.446 -0.260 -0.782
C: 2.940 0.005 -0.324
C: 1.833 0.145 0.139
H: 3.926 -0.117 -0.724
H: -0.869 1.783 -0.109
H: -1.943 0.033 -1.705
H: -1.829 -0.354 1.252
H: -1.086 -1.286 -0.759

Computed properties:
**Molecular weight**: 95.10 g/mol
**Net charge**: 0
**Gap between HOMO and LUMO**: 0.36755 hartree
**SMILES string**: C#CC(=O)[C@H]1CN1

---

*two*
Computed, not measured: C5H5NO in the gas phase, with ωB97M-V/def2-TZVPD.

Positions of all 12 atoms, in Å:
O: 2.833 -0.675 0.030
N: -1.933 -0.479 0.200
C: -0.668 -0.240 -0.061
C: 1.226 1.154 0.084
C: 0.397 -1.123 -0.038
C: -0.125 1.179 -0.087
C: 1.684 -0.300 0.003
H: -2.169 -1.427 0.020
H: 0.335 -2.170 -0.029
H: -2.604 0.081 -0.348
H: -0.862 2.008 -0.092
H: 1.886 1.992 0.317

Computed properties:
**Molecular weight**: 95.10 g/mol
**Net charge**: 0
**Gap between HOMO and LUMO**: 0.29826 hartree
**SMILES string**: NC1=CC(=O)C=C1

---

*three*
Computed, not measured: C5H5NO in the gas phase, with ωB97M-V/def2-TZVPD.

Positions of all 12 atoms, in Å:
O: -1.378 1.967 0.068
N: -0.445 -1.197 0.371
C: -1.470 -0.523 -0.449
C: 0.175 0.091 0.814
C: 2.557 0.576 -0.300
C: -0.999 0.831 0.137
C: 1.495 0.350 0.214
H: 0.209 -1.711 -0.255
H: 3.513 0.804 -0.737
H: -1.310 -0.591 -1.515
H: 0.163 0.217 1.897
H: -2.509 -0.813 -0.245

Computed properties:
**Molecular weight**: 95.10 g/mol
**Net charge**: 0
**Gap between HOMO and LUMO**: 0.38707 hartree
**SMILES string**: C#C[C@@H]1NCC1=O

---

According to the calculations, the structures order from most to least stable as *two*, *three*, *one*.